DFT (ωB97M-V/def2-TZVPD) results for a cluster of 4 separate species, C30H37BrN4O5S in total.

Properties
- Maximum force: 0.0166 Eh/bohr
- Kohn-Sham gap: 8.420 eV
- Electronic energy: -4732.6857 a.u.
- HOMO: -9.35 eV
- E_LUMO: -0.933 eV
- SMILES: [H]/N=C\Cc1c(S)c(CCCCOC(C)=O)c(C=C)c2c1C(=O)C(Br)=C(CCCOC)C2=O.CC#N.CC#N.CC#N

Last column: Mulliken charge in e.
Cartesian coordinates (Å):
C (-0.9677, -1.8878, -1.1376)  -0.905
C (-0.4852, -0.6938, -0.8249)  -0.443
C (-0.3413, -0.1849, 0.5691)  0.165
C (0.8883, -0.2819, 1.2440)  -0.179
C (2.0736, -0.8925, 0.5343)  -1.426
C (2.8662, 0.1983, -0.2045)  -0.442
C (3.6917, -0.3139, -1.3831)  -0.650
C (2.8762, -0.9398, -2.5123)  0.148
O (2.9343, -0.0823, -3.6836)  -0.391
C (1.7498, 0.0677, -4.3295)  0.755
C (1.3728, 1.4970, -4.6147)  -1.045
O (1.0663, -0.8652, -4.6539)  -0.541
C (1.0057, 0.2255, 2.5497)  0.401
S (2.5968, 0.1627, 3.3767)  -0.259
C (-0.0641, 0.8474, 3.2123)  0.468
C (0.0862, 1.3614, 4.6305)  -1.322
C (-0.0942, 0.2156, 5.6008)  -0.044
N (0.7361, -0.1646, 6.4733)  -0.710
C (-1.2653, 0.9639, 2.5062)  0.745
C (-1.3995, 0.4492, 1.2118)  0.174
C (-2.7309, 0.6521, 0.5542)  0.384
O (-3.2811, -0.1800, -0.1214)  -0.559
C (-3.4117, 1.9626, 0.8414)  0.370
C (-4.1956, 2.6681, -0.2326)  -1.330
C (-3.8359, 2.3085, -1.6801)  -0.940
C (-4.6883, 1.1994, -2.3004)  -0.591
O (-3.8469, 0.3292, -3.0373)  -0.332
C (-4.3860, -0.9666, -3.1943)  -0.338
C (-3.2909, 2.3923, 2.1005)  -0.033
Br (-4.1583, 3.9296, 2.7443)  -0.158
C (-2.4669, 1.6370, 3.0935)  -0.113
O (-2.7630, 1.5788, 4.2618)  -0.570
H (-1.0654, -2.1773, -2.1757)  0.354
H (-1.2890, -2.5652, -0.3551)  0.274
H (-0.1830, -0.0121, -1.6176)  0.361
H (1.7066, -1.6170, -0.1892)  0.733
H (2.7257, -1.3659, 1.2635)  0.589
H (2.1768, 0.9663, -0.5759)  0.472
H (3.5386, 0.7028, 0.4924)  0.266
H (4.4481, -1.0241, -1.0516)  0.235
H (4.2120, 0.5421, -1.8205)  0.373
H (3.2567, -1.9223, -2.7902)  0.272
H (1.8263, -1.0623, -2.2458)  -0.250
H (0.2969, 1.5971, -4.4750)  0.283
H (1.8909, 2.1995, -3.9661)  0.326
H (1.5947, 1.7370, -5.6553)  0.328
H (2.5929, -1.1343, 3.7138)  0.194
H (1.0868, 1.7718, 4.7507)  0.531
H (-0.6745, 2.1105, 4.8311)  0.444
H (-1.0332, -0.3333, 5.5131)  0.431
H (1.5760, 0.4165, 6.4426)  0.268
H (-5.2695, 2.5757, -0.0491)  0.461
H (-3.9655, 3.7293, -0.0988)  0.638
H (-3.9457, 3.2109, -2.2860)  0.488
H (-2.7882, 2.0155, -1.7720)  0.307
H (-5.4640, 1.6170, -2.9540)  0.391
H (-5.1894, 0.6398, -1.5054)  0.424
H (-5.4770, -0.9531, -3.1231)  -0.088
H (-3.9870, -1.6458, -2.4347)  0.225
H (-4.1073, -1.3422, -4.1810)  0.311
C (-8.6467, -1.8645, -4.0222)  -0.845
C (-8.2401, -1.2102, -2.7849)  0.368
N (-7.9134, -0.6930, -1.8172)  -0.370
H (-9.6833, -1.6206, -4.2461)  0.318
H (-8.0156, -1.5264, -4.8422)  0.275
H (-8.5486, -2.9433, -3.9190)  0.270
C (6.8237, 1.2049, 1.5288)  -0.922
C (6.3077, -0.1245, 1.2319)  0.543
N (5.8956, -1.1656, 0.9917)  -0.469
H (6.9709, 1.7577, 0.6029)  0.292
H (6.1141, 1.7401, 2.1575)  0.265
H (7.7744, 1.1238, 2.0524)  0.362
C (7.5227, -3.4683, 2.8564)  -0.467
C (8.1452, -3.3386, 4.1685)  0.279
N (8.6352, -3.2365, 5.1983)  -0.362
H (8.2854, -3.4391, 2.0806)  0.250
H (6.9869, -4.4133, 2.7915)  0.281
H (6.8243, -2.6527, 2.6917)  0.000